Record 1
Entry from the OMol25 dataset: C17H26N2O3 in the gas phase (the ωB97M-V functional and the def2-TZVPD basis).

Computed properties:
DFT total energy (eV): -27175.2418
E_HOMO (eV): -8.9
Kohn-Sham gap (eV): 9.520
SMILES: COC(=O)[C@H](CC(C)C)NC(=O)NCCCc1ccccc1
ΔE to the lowest compared entry with this formula, charge and spin (kJ/mol): 54.39

Each line ends with the Mulliken charge.
Positions of all 48 atoms, in Å:
C1 -0.606 -1.553 -1.695  -0.868
H1 0.301 -1.072 -2.063  0.321
H2 -1.488 -1.020 -2.043  0.260
H3 -0.623 -2.590 -2.038  0.361
O1 -0.641 -1.504 -0.276  -0.273
C2 0.439 -1.989 0.343  0.250
O2 1.343 -2.550 -0.212  -0.610
C3 0.308 -1.867 1.862  0.574
N1 -0.121 -0.522 2.186  -0.279
C4 0.446 0.533 1.527  0.563
O3 1.224 0.365 0.607  -0.679
N2 0.067 1.761 1.985  -0.190
H4 -0.692 1.803 2.648  0.229
C5 0.287 2.961 1.207  -0.756
C6 -0.979 3.409 0.471  -0.605
H5 -1.800 3.467 1.192  0.345
H6 -0.817 4.410 0.068  0.380
C7 -1.366 2.457 -0.671  -0.717
C8 -0.527 2.703 -1.895  0.274
C9 -0.907 3.676 -2.813  -0.440
C10 -0.135 3.933 -3.930  -0.571
C11 1.033 3.221 -4.144  -0.417
C12 1.421 2.253 -3.234  -1.091
C13 0.647 1.995 -2.116  0.212
H7 0.961 1.243 -1.407  0.648
H8 2.332 1.694 -3.393  0.438
H9 1.637 3.420 -5.018  0.381
H10 -0.445 4.690 -4.637  0.380
H11 -1.820 4.233 -2.651  0.411
H12 -1.245 1.425 -0.338  -0.012
H13 -2.418 2.614 -0.919  0.483
H14 0.625 3.755 1.881  0.318
H15 1.082 2.738 0.495  0.347
H16 -0.603 -0.384 3.060  0.338
H17 1.301 -2.074 2.285  0.261
C14 -0.725 -2.869 2.386  -1.502
H18 -1.706 -2.560 2.017  0.378
C15 -0.467 -4.320 1.962  1.066
C16 -1.568 -5.213 2.535  -1.641
H19 -2.549 -4.874 2.211  0.399
H20 -1.434 -6.239 2.204  0.420
H21 -1.540 -5.198 3.623  0.341
C17 0.905 -4.810 2.417  -1.526
H22 1.004 -5.875 2.220  0.458
H23 1.037 -4.646 3.485  0.299
H24 1.694 -4.294 1.877  0.328
H25 -0.507 -4.377 0.870  0.220
H26 -0.736 -2.814 3.478  0.497

Record 2
Entry from the OMol25 dataset: C17H26N2O3S in the gas phase (the ωB97M-V functional and the def2-TZVPD basis).

Computed properties:
DFT total energy (eV): -38009.4295
E_HOMO (eV): -8.9
Kohn-Sham gap (eV): 9.506
SMILES: Cc1ccc(C)c(N(CC(=O)N2CCCCCC2)S(C)(=O)=O)c1
ΔE to the lowest compared entry with this formula, charge and spin (kJ/mol): 104.81

Each line ends with the Mulliken charge.
Positions of all 49 atoms, in Å:
C1 1.703 -2.943 2.548  -1.637
C2 1.400 -2.809 1.087  0.192
C3 0.408 -1.942 0.653  0.467
C4 0.122 -1.790 -0.696  -0.752
C5 0.830 -2.521 -1.654  1.416
C6 1.832 -3.375 -1.210  -0.964
C7 2.117 -3.520 0.134  -0.659
H1 2.901 -4.196 0.445  0.431
H2 2.394 -3.941 -1.939  0.445
C8 0.545 -2.396 -3.119  -1.893
H3 0.785 -3.325 -3.632  0.518
H4 1.162 -1.607 -3.550  0.303
H5 -0.500 -2.152 -3.294  0.278
N1 -0.909 -0.902 -1.098  0.639
S1 -2.437 -1.151 -0.516  1.196
O1 -2.459 -1.380 0.901  -0.631
O2 -3.263 -0.094 -1.028  -0.690
C9 -2.889 -2.702 -1.329  -1.022
H6 -3.830 -3.033 -0.908  0.429
H7 -2.106 -3.420 -1.126  0.284
H8 -2.989 -2.507 -2.388  0.326
C10 -0.544 0.355 -1.716  -1.809
H9 -0.121 0.180 -2.710  0.338
C11 0.541 1.076 -0.911  1.051
O3 1.667 1.166 -1.374  -0.707
N2 0.233 1.538 0.314  0.686
C12 -1.085 1.555 0.908  -0.492
H10 -1.830 1.351 0.141  0.502
C13 -1.423 2.897 1.571  -0.907
C14 -0.919 4.112 0.788  -0.725
H11 -0.955 3.903 -0.283  0.324
C15 0.498 4.525 1.188  -0.696
H12 0.709 5.515 0.777  0.352
H13 0.545 4.609 2.277  0.282
C16 1.583 3.565 0.707  -0.707
H14 1.668 3.612 -0.380  0.326
H15 2.542 3.872 1.128  0.365
C17 1.322 2.108 1.089  -1.147
H16 1.087 2.012 2.149  0.523
H17 2.219 1.522 0.866  0.581
H18 -1.585 4.955 0.982  0.350
H19 -2.509 2.940 1.662  0.531
H20 -1.016 2.936 2.583  0.406
H21 -1.169 0.756 1.655  -0.158
H22 -1.460 0.937 -1.821  0.756
H23 -0.171 -1.386 1.372  0.234
H24 2.408 -2.169 2.853  0.293
H25 0.798 -2.827 3.139  0.367
H26 2.150 -3.910 2.765  0.403

Record 3
Entry from the OMol25 dataset: C17H26N2OS in the gas phase (the ωB97M-V functional and the def2-TZVPD basis).

Computed properties:
DFT total energy (eV): -33914.3452
E_HOMO (eV): -7.9
Kohn-Sham gap (eV): 8.707
SMILES: CSc1ccc(CN2CCN(C(=O)CC(C)C)CC2)cc1
ΔE to the lowest compared entry with this formula, charge and spin (kJ/mol): 29.61

Each line ends with the Mulliken charge.
Positions of all 47 atoms, in Å:
C1 -6.492 2.157 0.332  -0.882
H1 -6.320 1.414 -0.442  0.285
H2 -6.381 1.730 1.324  0.283
H3 -7.487 2.579 0.222  0.372
S1 -5.346 3.550 0.121  -0.053
C2 -3.746 2.818 0.288  0.948
C3 -2.657 3.677 0.145  -0.893
C4 -1.372 3.194 0.262  -0.716
C5 -1.142 1.846 0.520  0.068
C6 -2.230 0.999 0.656  -0.567
C7 -3.527 1.474 0.546  -0.530
H4 -4.347 0.784 0.659  0.343
H5 -2.074 -0.052 0.854  0.324
C8 0.268 1.334 0.646  0.138
N1 1.088 1.831 -0.447  0.107
C9 2.505 1.659 -0.237  -1.331
C10 2.926 0.175 -0.207  -0.510
N2 2.210 -0.551 -1.237  0.204
C11 2.068 -1.898 -1.316  0.433
O1 1.431 -2.413 -2.219  -0.705
C12 2.730 -2.760 -0.256  -0.750
H6 3.438 -3.404 -0.784  0.434
C13 1.683 -3.646 0.435  0.725
C14 2.361 -4.637 1.376  -1.656
H7 1.621 -5.278 1.849  0.399
H8 2.906 -4.110 2.158  0.356
H9 3.062 -5.266 0.833  0.416
C15 0.673 -2.788 1.194  -1.221
H10 0.159 -2.118 0.508  0.210
H11 1.169 -2.195 1.962  0.264
H12 -0.072 -3.416 1.677  0.472
H13 1.150 -4.198 -0.346  0.283
H14 3.282 -2.184 0.483  0.357
C16 1.677 0.273 -2.305  -0.940
C17 0.691 1.315 -1.754  -0.769
H15 -0.307 0.881 -1.670  0.435
H16 0.633 2.154 -2.457  0.269
H17 2.509 0.767 -2.821  0.369
H18 1.177 -0.393 -3.010  0.410
H19 4.013 0.094 -0.352  0.389
H20 2.676 -0.235 0.775  0.456
H21 2.787 2.130 0.708  0.396
H22 3.025 2.185 -1.042  0.443
H23 0.701 1.715 1.578  0.428
H24 0.249 0.234 0.704  -0.269
H25 -0.528 3.855 0.144  0.409
H26 -2.838 4.721 -0.057  0.365

Record 4
Entry from the OMol25 dataset: a gas-phase ion, C17H26N3O3 (charge +1) (the ωB97M-V functional and the def2-TZVPD basis).

Computed properties:
DFT total energy (eV): -28644.0552
E_HOMO (eV): -10.6
Kohn-Sham gap (eV): 8.161
SMILES: O=C(C[NH2+]C[C@@H]1CCCO1)Nc1ccccc1N1CCOCC1
Net charge: +1

Each line ends with the Mulliken charge.
Positions of all 49 atoms, in Å:
O1 -0.941 -1.743 -0.391  -0.751
C1 -0.347 -0.809 0.134  0.838
N1 0.933 -0.461 0.352  -0.024
C2 1.958 -1.387 0.043  -0.182
C3 1.805 -2.891 -0.328  -0.912
C4 2.856 -3.578 -0.288  -0.339
C5 4.073 -3.034 -0.063  -0.897
C6 4.267 -1.528 -0.131  -0.673
C7 3.112 -0.706 0.013  1.493
N2 3.272 0.603 0.309  0.251
C8 4.441 1.407 0.794  -0.564
C9 4.238 2.812 0.825  -0.696
O2 4.124 3.172 -0.427  -0.159
C10 3.541 2.592 -1.239  -0.569
H1 4.283 1.933 -1.954  0.187
C11 2.469 1.491 -0.506  -1.495
H2 1.811 1.954 -0.057  0.759
H3 2.022 0.874 -1.330  0.595
H4 3.102 3.261 -2.046  0.313
H5 5.228 3.201 1.451  0.288
H6 3.470 2.930 1.530  0.379
H7 4.627 0.853 1.896  0.310
H8 5.320 1.132 0.134  0.383
H9 5.212 -1.072 0.230  0.336
H10 5.048 -3.340 -0.573  0.278
H11 2.898 -4.524 -0.540  0.573
H12 0.812 -3.347 -0.225  0.288
H13 1.063 0.449 0.854  0.429
C12 -1.601 0.204 0.803  -1.881
N3 -2.789 -0.325 0.340  0.087
H14 -2.479 -1.087 -0.277  0.360
C13 -3.682 0.506 -0.764  -1.320
H15 -3.168 0.622 -1.608  0.497
H16 -3.768 1.410 -0.245  0.546
C14 -5.073 -0.204 -0.681  0.327
C15 -6.089 1.005 -1.174  -0.592
H17 -5.702 1.566 -2.053  0.434
H18 -6.889 0.251 -1.478  0.291
C16 -6.737 1.430 0.091  -0.769
H19 -7.866 1.831 0.052  0.349
C17 -6.505 0.129 1.192  -0.382
H20 -6.633 0.567 2.319  0.308
H21 -7.524 -0.529 0.952  0.260
O3 -5.430 -0.605 0.684  -0.459
H22 -6.235 2.296 0.351  0.329
H23 -4.817 -1.129 -1.278  0.416
H24 -3.382 -0.652 1.081  0.408
H25 -1.203 1.075 0.290  0.474
H26 -1.416 0.402 1.673  0.875